This record from OMol25 describes 3 unconnected molecules or ions with the total composition C29H59F5N2O10S3. The level of theory is wB97M-V/def2-TZVPD.

Each line ends with the Löwdin charge.
CARTESIAN COORDINATES (ANGSTROEM)
C: -2.27 3.75 -4.80  -0.1211
C: -1.78 3.08 -3.41  -0.2432
C: -0.23 2.73 -3.56  -0.2127
C: -0.07 1.23 -4.12  -0.2025
C: -0.63 0.11 -3.14  -0.2093
C: 0.13 0.04 -1.74  -0.1915
C: -0.89 -0.28 -0.52  -0.1676
C: -1.28 1.11 0.19  -0.2756
C: -2.83 1.14 0.59  -0.5321
S: -3.51 -0.48 1.21  0.8049
C: -3.25 2.25 1.65  -0.3863
S: -2.98 4.01 1.07  0.8678
O: -4.16 4.32 0.17  -0.3204
O: -1.75 4.21 0.25  -0.3087
C: -3.08 5.27 2.45  -0.3373
F: -3.14 6.53 1.82  0.0843
F: -4.30 5.16 3.16  0.0825
C: -1.83 5.28 3.45  -0.3971
F: -0.63 4.92 2.88  0.1197
F: -1.68 6.62 3.88  0.1009
F: -2.17 4.56 4.59  0.1327
O: -2.72 2.09 2.98  -0.2390
S: -1.17 1.47 3.00  0.7910
O: -0.40 2.20 4.08  -0.2952
O: -1.23 0.03 3.46  -0.3224
C: -0.30 1.55 1.37  -0.2163
C: 1.05 0.70 1.52  -0.1586
O: 2.02 1.56 2.18  -0.1728
C: 2.73 2.37 1.23  -0.2210
C: 2.66 3.95 1.58  -0.2089
C: 2.96 4.28 3.12  -0.1005
H: -1.40 3.98 -5.51  0.0706
H: -2.90 2.97 -5.34  0.0725
H: -2.87 4.69 -4.57  0.0723
H: -1.97 3.75 -2.50  0.0918
H: -2.44 2.16 -3.26  0.0898
H: 0.30 3.45 -4.28  0.1086
H: 0.29 2.88 -2.56  0.0901
H: 1.06 1.05 -4.21  0.1136
H: -0.48 1.12 -5.18  0.1157
H: -1.77 0.15 -2.99  0.0991
H: -0.45 -0.90 -3.66  0.1161
H: 0.95 -0.75 -1.78  0.1099
H: 0.66 1.03 -1.52  0.0901
H: -1.81 -0.74 -1.03  0.0989
H: -0.51 -1.07 0.19  0.1175
H: -1.15 1.90 -0.63  0.1298
H: -3.40 1.37 -0.37  0.1394
H: -4.56 -0.78 0.32  -0.0743
H: -4.39 2.16 1.76  0.1596
H: 0.02 2.64 1.23  0.1287
H: 1.52 0.38 0.54  0.1209
H: 0.96 -0.22 2.17  0.1481
H: 3.85 2.11 1.28  0.1245
H: 2.39 2.28 0.16  0.1197
H: 1.60 4.28 1.28  0.0900
H: 3.36 4.53 0.87  0.1130
H: 3.00 3.34 3.75  0.0798
H: 2.12 4.98 3.47  0.0708
H: 3.93 4.89 3.14  0.0743
C: -3.78 -4.02 2.36  -0.1216
O: -4.20 -4.13 1.01  -0.2202
C: -3.56 -5.21 0.32  -0.2101
C: -4.60 -6.25 -0.09  -0.2105
N: -5.13 -6.95 1.08  -0.0546
C: -6.29 -7.79 0.78  -0.1985
C: -7.58 -7.08 0.35  -0.2227
O: -8.16 -6.29 1.38  -0.1788
C: -7.70 -4.95 1.43  -0.1018
H: -4.26 -3.14 2.79  0.0767
H: -4.08 -4.90 2.94  0.0833
H: -2.69 -3.88 2.42  0.0905
H: -2.76 -5.67 0.92  0.1231
H: -3.10 -4.79 -0.58  0.1184
H: -4.14 -6.97 -0.77  0.1219
H: -5.40 -5.73 -0.63  0.1040
H: -5.40 -6.27 1.78  0.0717
H: -6.51 -8.36 1.69  0.1175
H: -6.01 -8.52 0.01  0.1166
H: -8.32 -7.86 0.12  0.1193
H: -7.46 -6.50 -0.57  0.1076
H: -7.44 -4.56 0.45  0.0888
H: -6.84 -4.87 2.11  0.0699
H: -8.50 -4.33 1.85  0.0881
C: 7.57 -2.90 -0.09  -0.1170
O: 7.58 -1.63 0.55  -0.2017
C: 8.81 -0.93 0.36  -0.2107
C: 8.57 0.35 -0.43  -0.2096
N: 8.22 0.04 -1.81  -0.0548
C: 7.74 1.21 -2.57  -0.1979
C: 6.40 1.82 -2.14  -0.2208
O: 5.29 0.96 -2.36  -0.1796
C: 4.99 0.09 -1.28  -0.0984
H: 6.63 -3.39 0.15  0.0880
H: 7.64 -2.79 -1.17  0.0810
H: 8.39 -3.52 0.28  0.0876
H: 9.58 -1.55 -0.12  0.1217
H: 9.18 -0.66 1.36  0.1199
H: 9.47 0.97 -0.41  0.1222
H: 7.76 0.90 0.07  0.1043
H: 7.49 -0.66 -1.82  0.0711
H: 7.65 0.89 -3.61  0.1174
H: 8.51 1.98 -2.55  0.1173
H: 6.23 2.70 -2.77  0.1195
H: 6.42 2.19 -1.11  0.1073
H: 5.22 0.54 -0.31  0.0809
H: 5.51 -0.86 -1.40  0.0721
H: 3.92 -0.12 -1.31  0.0768



This record from OMol25 describes a molecular structure, C29H59N5O13. The level of theory is wB97M-V/def2-TZVPD.

Each line ends with the Löwdin charge.
CARTESIAN COORDINATES (ANGSTROEM)
N: -2.10 0.61 -2.15  0.1724
H: -2.12 1.43 -2.74  0.1285
H: -1.73 0.77 -1.22  -0.1690
H: -1.69 -0.20 -2.58  -0.2725
H: -3.04 0.38 -1.85  0.1113
C: -0.23 -0.03 -0.55  -0.2497
O: -1.50 0.52 -0.15  -0.1256
H: 0.19 -0.75 0.16  0.0401
H: -0.31 -0.58 -1.49  0.0677
H: 0.58 0.70 -0.60  -0.0038
C: -0.96 1.17 5.08  -0.0372
C: -1.46 2.23 4.06  -0.4322
C: -0.48 2.49 2.90  -0.1159
O: -0.36 1.31 2.00  -0.1099
C: 0.97 1.06 1.72  -0.3125
N: -2.71 1.77 3.62  0.0459
H: -0.23 0.50 4.63  0.0733
H: -1.79 0.64 5.54  0.0673
H: -0.53 1.58 5.99  0.0658
H: -1.56 3.19 4.57  0.1242
H: 0.45 2.72 3.41  0.1219
H: -0.73 3.29 2.20  0.1283
H: 1.44 1.81 1.09  0.0042
H: 1.07 0.13 1.15  0.0237
H: 1.50 0.97 2.67  0.1494
H: -3.22 1.40 4.41  0.0642
H: -3.29 2.54 3.31  0.0798
C: 1.20 1.78 -0.22  -0.3187
C: 1.79 3.12 0.02  -0.2909
C: 0.94 4.31 -0.56  -0.1370
O: 1.09 5.57 0.08  -0.1880
C: 0.17 6.51 -0.48  -0.0883
N: 1.92 3.35 1.41  0.0662
H: 1.78 0.98 0.24  0.0987
H: 1.09 1.66 -1.30  0.1026
H: 0.20 1.71 0.20  0.1312
H: 2.78 3.22 -0.43  0.1345
H: -0.12 4.08 -0.49  0.1319
H: 1.16 4.29 -1.63  0.1269
H: 0.38 7.48 -0.02  0.0853
H: -0.86 6.32 -0.19  0.0904
H: 0.42 6.59 -1.54  0.0905
H: 1.05 3.02 1.79  0.0393
H: 1.99 4.34 1.61  0.1084
C: -0.92 -3.69 0.74  -0.0281
C: -1.80 -2.43 0.85  -0.4619
C: -2.93 -2.59 1.79  -0.1925
O: -3.68 -1.39 1.94  -0.1645
C: -5.05 -1.59 2.36  -0.0894
N: -0.92 -1.28 1.09  0.0703
H: -0.60 -3.89 1.76  0.0870
H: 0.01 -3.44 0.22  0.0515
H: -1.33 -4.60 0.28  0.0887
H: -2.25 -2.36 -0.14  -0.0865
H: -2.54 -2.92 2.76  0.1200
H: -3.59 -3.38 1.43  0.1175
H: -5.44 -2.38 1.72  0.0739
H: -5.54 -0.68 2.00  0.0788
H: -5.31 -1.69 3.41  0.0779
H: -0.22 -1.43 1.80  0.1171
H: -0.35 -1.21 0.26  -0.0865
C: -1.81 -2.07 -1.18  -0.1123
C: -1.64 -1.76 -2.62  -0.2619
C: -3.03 -1.92 -3.31  -0.1211
O: -2.64 -1.99 -4.68  -0.1899
C: -3.65 -2.58 -5.48  -0.1148
N: -0.89 -0.57 -2.98  -0.0168
H: -0.97 -2.30 -0.53  0.0837
H: -2.53 -2.80 -0.79  0.1551
H: -2.12 -1.12 -0.75  0.1290
H: -1.00 -2.57 -2.96  0.1283
H: -3.79 -1.16 -3.16  0.1274
H: -3.37 -2.90 -2.97  0.1291
H: -3.65 -3.65 -5.29  0.0886
H: -3.35 -2.39 -6.51  0.0859
H: -4.64 -2.15 -5.40  0.0867
H: -0.82 -0.43 -3.98  0.1790
H: 0.06 -0.86 -2.77  -0.0144
C: 1.40 0.07 -2.31  0.1019
C: 2.50 0.77 -1.80  -0.1755
C: 3.76 0.15 -1.47  -0.2854
O: 4.74 0.52 -0.82  0.1249
C: 3.83 -1.28 -1.92  0.0852
C: 2.78 -1.95 -2.44  -0.2403
C: 1.42 -1.46 -2.62  -0.1542
O: 0.46 -2.21 -2.92  0.0528
O: 2.86 -3.25 -2.78  0.1172
O: 2.50 2.10 -1.57  -0.0463
H: 0.43 0.53 -2.43  0.1273
H: 4.79 -1.76 -1.89  0.1459
H: 1.97 -3.60 -2.93  0.1138
H: 3.26 2.32 -1.02  0.1090
C: 5.09 -1.61 1.41  0.0764
C: 4.27 -2.48 0.78  -0.1867
C: 2.83 -2.11 0.50  -0.2301
O: 1.96 -2.82 -0.06  0.0669
C: 2.52 -0.71 0.82  0.0208
C: 3.33 0.12 1.49  -0.1372
C: 4.73 -0.31 1.83  -0.3467
O: 5.42 0.48 2.41  0.1579
O: 2.80 1.30 1.88  -0.0325
O: 4.66 -3.72 0.34  0.0981
H: 6.10 -1.93 1.60  0.1449
H: 1.48 -0.52 0.64  0.0567
H: 3.40 1.79 2.45  0.1642
H: 3.89 -4.28 0.23  0.1137



This record from OMol25 describes 8 unconnected molecules or ions with the total composition C29H59O22. The level of theory is wB97M-V/def2-TZVPD.

Values from the calculation:
relative energy (zero: lowest compared OMol25 entry of this formula, charge and spin): 492.78 kJ/mol
charge: -1

Each line ends with the Löwdin charge.
CARTESIAN COORDINATES (ANGSTROEM)
C: -1.03 0.46 -0.61  -0.3639
O: -1.68 -0.45 -1.50  -0.4262
H: -0.17 -0.07 -0.20  0.0139
H: -0.64 1.36 -1.10  0.0256
H: -1.69 0.57 0.25  0.0123
C: -1.53 1.64 -5.23  -0.0555
C: -0.62 0.83 -4.35  -0.1916
O: 0.48 0.26 -5.11  0.0058
C: 1.23 -0.73 -4.65  -0.5089
O: 0.87 -1.54 -3.78  0.1291
O: 2.51 -0.68 -5.25  -0.0582
C: 3.44 -1.70 -4.97  -0.0904
H: -2.52 1.81 -4.80  0.0606
H: -1.62 1.24 -6.24  0.0822
H: -1.07 2.63 -5.28  0.0625
H: -1.25 0.09 -3.87  0.0992
H: -0.06 1.42 -3.61  0.1045
H: 3.99 -1.80 -5.91  0.0828
H: 3.02 -2.70 -4.87  0.0956
H: 4.12 -1.41 -4.17  0.0805
C: -4.56 0.74 -3.11  -0.0653
C: -5.23 -0.56 -2.72  -0.2771
O: -5.28 -1.27 -3.88  0.0151
C: -4.60 -2.45 -4.07  -0.5669
O: -3.66 -2.86 -3.37  0.1187
O: -5.13 -3.05 -5.06  0.0237
C: -4.48 -4.25 -5.59  -0.0098
H: -5.02 1.16 -4.01  0.0727
H: -3.56 0.45 -3.45  0.0525
H: -4.48 1.45 -2.29  0.0623
H: -6.17 -0.38 -2.20  0.1147
H: -4.63 -0.98 -1.91  0.1201
H: -4.07 -4.90 -4.82  0.0871
H: -3.59 -3.96 -6.14  0.0972
H: -5.17 -4.90 -6.13  0.0869
C: 2.43 2.94 -3.95  -0.0503
C: 2.12 3.40 -2.55  -0.2080
O: 3.33 3.85 -1.93  0.0297
C: 3.45 3.53 -0.62  -0.4642
O: 2.66 2.91 0.13  0.0727
O: 4.72 3.87 -0.19  -0.0261
C: 5.27 3.45 0.98  -0.1062
H: 1.45 2.75 -4.40  0.0635
H: 3.01 2.01 -3.96  0.0799
H: 2.95 3.70 -4.54  0.0806
H: 1.74 2.51 -2.03  0.1124
H: 1.47 4.27 -2.60  0.1321
H: 4.89 2.56 1.48  0.1007
H: 5.22 4.27 1.70  0.0917
H: 6.35 3.41 0.83  0.0919
C: 1.14 0.46 2.55  -0.0249
C: 1.05 1.70 3.42  -0.2437
O: 0.83 1.24 4.67  0.0456
C: 1.09 2.01 5.71  -0.5398
O: 1.69 3.12 5.61  0.0658
O: 0.65 1.44 6.83  0.0026
C: 0.35 2.28 7.97  -0.0435
H: 0.29 -0.20 2.70  0.0673
H: 2.09 -0.07 2.62  0.0799
H: 1.28 0.60 1.48  0.0599
H: 0.31 2.45 3.14  0.1144
H: 1.97 2.28 3.45  0.1213
H: 1.27 2.58 8.47  0.0858
H: -0.30 1.81 8.71  0.0917
H: -0.02 3.27 7.69  0.0835
C: 4.93 -5.29 -0.59  -0.0756
C: 3.70 -5.06 0.29  -0.1842
O: 3.53 -3.61 0.59  -0.0267
C: 2.81 -2.80 -0.25  -0.4897
O: 1.73 -3.12 -0.78  0.1272
O: 3.36 -1.52 -0.18  -0.0441
C: 3.03 -0.46 -1.15  -0.0057
H: 4.95 -6.31 -0.95  0.0755
H: 5.86 -5.06 -0.07  0.0728
H: 4.88 -4.56 -1.41  0.0735
H: 3.83 -5.82 1.06  0.1099
H: 2.77 -5.29 -0.22  0.1121
H: 3.33 0.49 -0.71  0.0782
H: 1.94 -0.39 -1.21  0.0783
H: 3.23 -0.68 -2.20  0.0700
C: -3.95 2.65 0.50  -0.0767
C: -3.00 3.43 1.34  -0.2308
O: -3.50 3.30 2.66  0.0202
C: -2.67 3.56 3.71  -0.4959
O: -1.48 3.94 3.73  0.0865
O: -3.35 3.34 4.84  -0.0172
C: -2.88 3.64 6.11  -0.0525
H: -3.83 2.82 -0.57  0.0714
H: -4.96 3.05 0.58  0.0759
H: -4.08 1.58 0.65  0.0837
H: -3.12 4.50 1.15  0.1250
H: -1.93 3.26 1.21  0.1270
H: -2.09 2.91 6.31  0.0883
H: -3.68 3.60 6.85  0.0957
H: -2.50 4.66 6.10  0.1004
C: 1.20 -5.30 3.91  -0.0602
C: 0.64 -4.50 2.74  -0.2538
O: -0.37 -3.69 3.22  0.0102
C: -1.09 -2.90 2.37  -0.4941
O: -0.92 -2.87 1.12  0.1163
O: -1.92 -2.18 3.14  -0.0079
C: -2.60 -1.11 2.58  -0.0699
H: 0.65 -6.21 4.17  0.0688
H: 1.17 -4.67 4.79  0.0764
H: 2.23 -5.61 3.72  0.0651
H: 0.22 -5.20 2.02  0.1288
H: 1.42 -3.93 2.23  0.1168
H: -2.95 -1.39 1.59  0.1016
H: -1.96 -0.24 2.42  0.0757
H: -3.45 -0.87 3.23  0.0957



This record from OMol25 describes 4 unconnected molecules or ions with the total composition C29H60Cl2O8. The level of theory is wB97M-V/def2-TZVPD.

Each line ends with the Löwdin charge.
CARTESIAN COORDINATES (ANGSTROEM)
C: 7.05 0.36 4.12  -0.1150
C: 6.23 0.74 2.87  -0.2546
C: 7.17 1.35 1.80  -0.2085
C: 6.97 2.85 1.52  -0.2002
C: 5.49 3.31 1.42  -0.2162
C: 5.23 4.38 2.50  -0.2021
C: 3.70 4.73 2.50  -0.1916
C: 3.30 5.20 3.90  -0.2029
C: 1.79 5.30 4.16  -0.1841
C: 1.14 3.97 4.58  -0.1178
C: 0.69 3.06 3.41  -0.3121
O: 0.80 3.66 2.14  0.0047
C: -0.34 4.31 1.80  -0.5024
O: -0.46 4.90 0.81  0.1895
C: -1.33 4.03 2.93  -0.0357
C: -0.82 2.67 3.45  -0.2799
C: -1.29 1.65 2.40  -0.6142
Cl: 0.05 0.69 1.67  0.7087
C: -2.28 0.60 2.96  -0.7293
C: -3.08 0.06 1.76  -0.1356
Cl: -3.43 1.32 4.13  0.6503
H: 7.43 1.29 4.53  0.0720
H: 7.91 -0.24 3.82  0.0662
H: 6.47 -0.19 4.85  0.0649
H: 5.71 -0.12 2.45  0.0999
H: 5.46 1.43 3.22  0.0850
H: 8.19 1.23 2.17  0.0943
H: 7.11 0.79 0.87  0.1041
H: 7.45 3.08 0.57  0.1010
H: 7.48 3.44 2.27  0.0998
H: 4.78 2.50 1.56  0.0935
H: 5.29 3.71 0.43  0.1093
H: 5.84 5.27 2.33  0.1143
H: 5.42 3.89 3.45  0.0995
H: 3.52 5.50 1.75  0.1199
H: 3.20 3.83 2.18  0.0927
H: 3.76 4.59 4.68  0.1060
H: 3.71 6.20 4.02  0.1133
H: 1.67 5.97 5.01  0.1089
H: 1.26 5.78 3.34  0.1110
H: 0.27 4.20 5.20  0.1083
H: 1.84 3.44 5.23  0.1147
H: 1.24 2.14 3.55  0.1244
H: -1.21 4.78 3.71  0.1279
H: -2.37 4.06 2.60  0.1289
H: -1.11 2.50 4.47  0.1163
H: -1.82 2.14 1.59  0.1044
H: -1.70 -0.22 3.36  0.0910
H: -2.39 -0.32 1.01  0.0428
H: -3.60 0.88 1.26  0.0691
H: -3.79 -0.71 2.02  0.0790
C: -8.32 3.72 -1.00  -0.1113
O: -8.11 2.51 -1.69  -0.1905
C: -6.75 2.31 -2.06  -0.2040
C: -6.06 1.33 -1.13  -0.2021
O: -5.92 1.87 0.18  -0.2072
C: -6.87 1.35 1.08  -0.1099
H: -9.32 3.70 -0.57  0.0885
H: -7.60 3.86 -0.19  0.0831
H: -8.26 4.57 -1.69  0.0884
H: -6.22 3.26 -2.10  0.1267
H: -6.76 1.88 -3.07  0.1255
H: -5.05 1.15 -1.51  0.1245
H: -6.59 0.38 -1.10  0.1277
H: -6.62 0.32 1.34  0.0862
H: -7.88 1.39 0.67  0.0848
H: -6.84 1.95 1.99  0.0890
C: -2.39 -3.61 -0.56  -0.1089
O: -2.47 -2.41 -1.32  -0.1972
C: -1.22 -1.74 -1.42  -0.2149
C: -0.56 -1.97 -2.76  -0.2005
O: -0.16 -3.33 -2.92  -0.1868
C: -1.05 -4.07 -3.74  -0.1086
H: -3.32 -4.16 -0.71  0.0894
H: -1.55 -4.24 -0.88  0.0848
H: -2.29 -3.38 0.50  0.0847
H: -0.55 -2.04 -0.61  0.1231
H: -1.42 -0.67 -1.31  0.1170
H: 0.35 -1.36 -2.82  0.1268
H: -1.23 -1.66 -3.58  0.1274
H: -0.92 -3.79 -4.79  0.0905
H: -2.09 -3.93 -3.44  0.0875
H: -0.80 -5.13 -3.63  0.0786
C: -0.33 -8.64 -4.65  -0.1093
O: -0.42 -7.45 -5.42  -0.1958
C: 0.82 -6.76 -5.52  -0.2074
C: 1.48 -7.00 -6.86  -0.2014
O: 1.90 -8.35 -7.01  -0.1901
C: 1.02 -9.11 -7.82  -0.1122
H: -1.25 -9.21 -4.80  0.0888
H: 0.52 -9.26 -4.97  0.0842
H: -0.23 -8.40 -3.59  0.0878
H: 1.50 -7.05 -4.70  0.1311
H: 0.60 -5.70 -5.42  0.1060
H: 2.38 -6.38 -6.92  0.1261
H: 0.81 -6.71 -7.68  0.1269
H: 1.14 -8.83 -8.88  0.0881
H: -0.02 -8.98 -7.53  0.0833
H: 1.29 -10.16 -7.71  0.0884



no.,HOMO-LUMO gap (eV)
1,8.44
2,3.78
3,4.51
4,9.85